[1]
52
Properties=species:S:1:pos:R:3:forces:R:3 method="wB97M-V/def2-TZVPD" homo_energy_ev=-8.02 homo_lumo_gap_ev=8.382 e_tot_ev=-49603.295 relative_energy_kcal_mol=91.44 lumo_ev=0.358
C -2.94975 2.35037 2.95815 -0.38 -0.15 0.15
H -3.00792 1.82127 3.91159 -0.02 0.06 -0.07
H -3.66558 1.90099 2.26642 0.03 0.07 0.07
H -3.16037 3.40786 3.09547 0.03 -0.05 -0.01
O -1.63539 2.27411 2.42887 0.34 0.05 -0.15
C -1.19603 1.04113 2.13389 -0.14 -0.15 0.06
O -1.89969 0.05996 2.31469 -0.09 0.15 0.05
C 0.15935 1.02277 1.58401 0.34 -0.16 -0.05
C 0.86843 2.22849 1.45788 0.25 0.00 -0.08
C 2.12858 2.27227 0.90886 0.02 -0.04 -0.03
C 2.72551 1.06571 0.45587 -0.25 0.21 0.13
C 2.03899 -0.12666 0.59079 0.38 -0.02 -0.15
C 0.76425 -0.17026 1.15291 -0.07 0.39 0.15
N 0.07282 -1.36482 1.28584 -0.37 0.26 0.27
C 0.48895 -2.62860 1.01875 -0.17 -0.24 0.10
O 1.57921 -2.95137 0.60687 0.25 -0.09 -0.06
C -0.60515 -3.65579 1.28948 -0.04 -0.02 -0.36
H -0.93418 -3.61963 2.32750 -0.02 -0.02 0.00
H -0.26166 -4.65391 1.02136 0.05 0.13 0.12
S -2.06765 -3.26199 0.27832 -0.27 -0.20 0.35
C -1.45112 -3.79826 -1.24840 -0.07 0.16 -0.59
N -0.62037 -4.78980 -1.49317 -0.33 0.19 1.17
N -0.47167 -4.82054 -2.80613 0.62 -0.56 -0.76
N -1.15602 -3.92156 -3.38009 -0.44 0.56 -1.12
N -1.80367 -3.23882 -2.43341 0.45 -0.97 1.22
C -2.60129 -2.07136 -2.67899 -0.12 0.50 -0.20
C -1.86581 -0.82327 -2.24857 -0.03 0.06 0.02
C -0.54682 -0.63086 -2.64112 -0.06 -0.05 -0.02
C 0.12771 0.51976 -2.27578 0.02 0.02 -0.06
C -0.51365 1.49149 -1.52742 -0.02 0.10 -0.06
C -1.82277 1.29743 -1.12273 -0.02 0.09 -0.02
C -2.49497 0.13952 -1.47295 0.01 -0.09 -0.13
H -3.51411 -0.01464 -1.15005 -0.13 -0.03 0.06
H -2.32314 2.05183 -0.53408 -0.05 0.08 0.09
H 0.00945 2.39582 -1.25779 0.05 0.07 0.05
H 1.15167 0.66440 -2.58487 0.11 0.02 -0.03
H -0.05059 -1.38140 -3.24028 0.06 -0.09 -0.04
H -2.79405 -2.04923 -3.75589 -0.07 -0.08 0.17
H -3.54882 -2.16514 -2.14112 0.06 0.01 -0.15
H -0.87192 -1.22921 1.65936 0.29 -0.10 -0.17
H 2.47654 -1.05399 0.26499 0.04 -0.01 -0.03
O 3.95182 1.18772 -0.08747 -0.29 0.28 0.18
C 4.60497 0.02568 -0.54971 0.14 -0.26 -0.10
H 4.03971 -0.46086 -1.34978 0.00 0.02 0.04
H 4.77031 -0.69006 0.26032 -0.03 0.03 -0.02
H 5.56402 0.36526 -0.93682 -0.07 -0.06 0.02
O 2.87870 3.39486 0.74524 0.12 -0.26 -0.09
C 2.35005 4.61910 1.19191 -0.06 0.14 0.05
H 3.11447 5.36358 0.97622 -0.09 -0.01 0.04
H 1.42995 4.88035 0.65853 0.01 -0.02 0.02
H 2.15225 4.60351 2.26855 -0.01 -0.01 -0.03
H 0.38644 3.12679 1.80395 0.03 0.12 -0.01

---

[2]
48
Properties=species:S:1:pos:R:3:forces:R:3 method="wB97M-V/def2-TZVPD" homo_energy_ev=-7.84 homo_lumo_gap_ev=8.430 e_tot_ev=-34855.994 relative_energy_kcal_mol=43.16 lumo_ev=0.585
C 3.16640 -0.37200 -4.47613 0.02 0.04 -0.50
H 2.25828 -0.87154 -4.81876 0.08 0.05 0.01
H 3.07613 0.70118 -4.65340 0.01 -0.09 0.00
H 4.02469 -0.76106 -5.02395 -0.07 0.03 0.02
O 3.43922 -0.65647 -3.12179 -0.08 0.00 0.38
C 2.57447 -0.29689 -2.13362 -0.10 0.04 0.09
C 3.00954 -0.66592 -0.86155 0.04 -0.05 0.07
C 2.27208 -0.39344 0.27773 -0.21 0.15 -0.30
C 1.05921 0.28929 0.15084 0.25 -0.02 0.23
C 0.62860 0.65745 -1.11090 0.16 -0.03 -0.02
C 1.34979 0.37669 -2.26417 0.04 -0.03 -0.16
O 0.90862 0.73130 -3.51740 0.38 -0.18 0.17
C -0.36057 1.32578 -3.63856 -0.18 0.08 -0.03
H -1.14981 0.67949 -3.24061 0.02 0.03 0.01
H -0.51150 1.46338 -4.70845 -0.06 0.02 0.08
H -0.40330 2.30014 -3.14172 -0.01 -0.03 0.01
H -0.30337 1.19011 -1.19429 -0.05 0.07 -0.07
C 0.23628 0.57348 1.39395 0.20 -0.38 -0.02
N -0.66539 1.68825 1.21788 0.08 0.07 -0.04
C -1.87962 1.57384 0.63058 0.00 0.11 0.11
O -2.58868 2.53960 0.39366 -0.18 0.04 -0.14
C -2.29815 0.18802 0.28038 -0.18 -0.31 -0.07
C -3.35776 0.01450 -0.60298 0.05 0.13 0.07
C -3.78013 -1.25678 -0.94261 -0.03 0.02 -0.04
C -3.14950 -2.36196 -0.39380 0.04 -0.06 0.04
C -2.09488 -2.19652 0.48859 -0.01 0.00 -0.03
C -1.65902 -0.92463 0.82184 -0.05 0.07 -0.14
C -0.52785 -0.69710 1.78991 -0.06 0.19 0.16
C -1.14186 -0.64844 3.18000 0.01 -0.43 0.20
O -1.59289 -1.60774 3.74464 0.00 -0.14 -0.01
O -1.15427 0.57405 3.71477 0.08 0.71 0.20
H -1.59398 0.56046 4.58009 0.03 -0.30 -0.15
H 0.15508 -1.55064 1.77393 -0.08 0.11 0.05
H -1.60968 -3.05621 0.92535 0.06 -0.09 0.05
H -3.48057 -3.35687 -0.65189 -0.02 -0.09 -0.02
H -4.60323 -1.38773 -1.62914 -0.06 -0.01 -0.06
H -3.83751 0.89472 -1.00469 -0.04 0.07 -0.01
C -0.14458 2.99528 1.53322 -0.12 0.23 0.00
H -0.90958 3.72827 1.28383 0.13 -0.01 0.04
H 0.08794 3.05827 2.59773 0.03 -0.01 0.02
H 0.75924 3.19590 0.95283 0.03 0.01 0.01
H 0.92671 0.82912 2.20551 -0.17 -0.01 -0.10
O 2.64259 -0.75002 1.54517 -0.30 0.17 -0.11
C 3.87864 -1.40060 1.72110 0.18 -0.11 0.07
H 4.71152 -0.78016 1.37708 -0.03 -0.02 0.00
H 3.90289 -2.36294 1.20091 0.00 0.04 0.00
H 3.97071 -1.56801 2.79319 0.06 -0.02 -0.09
H 3.95373 -1.18230 -0.81720 0.12 -0.07 0.03

---

[3]
49
Properties=species:S:1:pos:R:3:forces:R:3 method="wB97M-V/def2-TZVPD" homo_energy_ev="-14.41 / -14.50" homo_lumo_gap_ev="7.965 / 5.373" e_tot_ev=-103934.512 relative_energy_kcal_mol=22.96 lumo_ev="-6.446 / -9.125" total_charge=+2 spin_multiplicity=3
Au 1.65453 -0.12793 0.02839 0.19 -0.07 0.05
O 0.13646 -1.64841 3.03994 -0.24 -0.06 0.01
C 1.21796 -2.32701 2.81278 0.21 -0.12 -0.05
C 2.18436 -2.36786 3.86650 -0.10 0.04 -0.02
C 3.33209 -3.06463 3.68498 0.08 -0.08 -0.07
C 3.55064 -3.75694 2.46342 -0.01 0.05 0.05
C 2.60975 -3.71884 1.42847 -0.08 -0.07 0.05
C 1.44317 -3.01100 1.56106 -0.06 0.18 0.00
C 0.58384 -2.83055 0.30773 0.33 0.03 -0.05
O 1.21393 -2.00586 -0.54756 -0.23 0.21 0.06
N -0.84877 -2.41979 0.62325 -0.45 0.12 0.33
N -1.26791 -1.24796 0.12607 0.33 -0.14 -0.30
C -2.41099 -1.20563 -0.46648 -0.32 -0.09 0.16
C -2.89281 0.01524 -1.04434 0.11 0.10 0.13
Br -2.18019 1.60045 -0.38904 0.03 -0.02 -0.05
C -3.72831 -0.03236 -2.14684 -0.16 0.07 0.01
C -4.27304 1.03860 -2.89738 -0.02 0.01 0.11
C -4.74549 2.24102 -2.29949 0.05 -0.02 -0.05
C -5.31247 3.21543 -3.07950 -0.01 0.00 -0.01
C -5.37921 3.04583 -4.46614 0.00 -0.05 0.00
C -4.90054 1.87904 -5.07680 0.00 0.05 -0.05
C -4.39418 0.86867 -4.30456 -0.13 -0.05 0.06
H -0.50067 -1.78988 2.29205 0.08 0.08 -0.01
H 1.95156 -1.85629 4.79079 0.00 0.04 -0.03
H 4.07651 -3.10410 4.46798 0.01 -0.05 -0.01
H 4.46601 -4.31701 2.32528 0.00 -0.01 0.03
H 2.80924 -4.23670 0.49907 0.04 0.02 -0.01
H 0.45804 -3.81414 -0.16242 0.01 -0.08 0.05
H -1.51795 -3.18529 0.54505 0.10 -0.06 -0.14
H -3.03067 -2.09695 -0.59135 0.09 -0.02 -0.14
H -3.93918 -1.02944 -2.52562 0.20 -0.01 -0.08
H -4.73915 2.34138 -1.22480 0.03 0.02 0.00
H -5.72533 4.10440 -2.62387 0.01 0.01 -0.01
H -5.83565 3.81505 -5.07545 0.04 0.02 0.00
H -4.94646 1.77372 -6.15162 -0.04 -0.01 0.00
H -4.04099 -0.04730 -4.76066 -0.02 -0.02 0.01
C 4.49284 2.15873 0.76095 -0.05 0.03 0.03
C 3.85531 2.13777 2.17099 -0.01 -0.01 -0.08
C 2.34844 2.19848 1.91122 0.09 0.06 0.13
O 2.17593 1.82972 0.51494 -0.14 -0.05 -0.08
C 3.31924 2.42240 -0.16736 0.14 0.05 -0.02
H 4.95612 1.20166 0.52713 0.00 0.00 0.00
H 5.24889 2.93407 0.66115 0.02 -0.02 0.00
H 4.16960 2.99015 2.76868 0.01 -0.02 0.03
H 4.12927 1.23101 2.70678 0.00 0.01 0.01
H 1.96213 3.21248 2.02091 -0.02 0.00 -0.04
H 1.75225 1.52263 2.51732 -0.02 -0.03 -0.05
H 3.11167 3.48898 -0.26840 -0.05 0.00 0.02
H 3.40016 1.97496 -1.15321 -0.05 -0.04 0.01

---

[4]
56
Properties=species:S:1:pos:R:3:forces:R:3 method="wB97M-V/def2-TZVPD" homo_energy_ev=-8.14 homo_lumo_gap_ev=6.577 e_tot_ev=-76002.747 relative_energy_kcal_mol=25.13 lumo_ev=-1.565
Ir 0.13733 -0.32262 0.24238 0.85 1.29 0.78
C -0.58523 3.59710 1.73252 -0.10 0.26 -0.21
C -0.87321 2.39615 0.87858 1.28 -0.18 -0.09
N 0.18959 1.65562 0.54501 -1.06 -1.13 0.26
N 1.37933 2.23940 0.77026 0.98 0.88 0.40
C 2.45940 1.54406 0.62990 -0.58 -0.42 -0.22
S 2.50406 -0.13572 0.21628 -1.05 -0.10 0.44
S 3.99776 2.37273 0.82082 0.24 0.13 0.14
C 3.67939 3.29460 2.38060 -0.02 -0.28 -0.28
C 3.70845 2.37595 3.56536 -0.02 0.04 0.05
C 2.54386 1.76814 4.02401 -0.03 0.02 0.01
C 2.58159 0.87975 5.08834 -0.02 -0.02 -0.03
C 3.78556 0.59276 5.71224 -0.02 -0.04 0.02
C 4.95046 1.20226 5.26867 0.05 0.00 -0.01
C 4.91241 2.08329 4.19994 -0.03 0.00 0.02
C -2.20101 2.09216 0.46944 -0.86 -0.73 -0.06
C -3.23577 3.03837 0.69245 0.16 0.02 0.03
C -4.54353 2.78375 0.38949 -0.19 0.08 -0.05
C -4.90758 1.54019 -0.15055 0.19 -0.03 0.01
C -3.94377 0.60491 -0.41728 -0.11 0.03 -0.22
C -2.57430 0.85878 -0.17136 0.14 0.75 0.26
O -1.72352 -0.03553 -0.54338 0.15 -1.17 0.51
H 0.18023 3.34194 2.46017 -0.01 0.02 -0.03
H -1.47409 3.93309 2.25610 0.04 -0.02 -0.02
H -0.19106 4.41555 1.12609 0.00 0.02 0.07
H 2.72310 3.79748 2.26054 0.03 0.08 0.04
H 4.48193 4.02889 2.42391 -0.03 0.05 0.01
H 1.59644 1.98659 3.54440 0.03 0.00 -0.02
H 1.66634 0.40619 5.41972 0.00 0.00 0.03
H 3.81850 -0.10714 6.53714 0.00 0.02 0.01
H 5.89387 0.98560 5.75335 0.00 0.00 0.00
H 5.82768 2.54607 3.84913 0.00 0.00 -0.01
H -2.97452 4.01670 1.07171 -0.08 -0.07 0.05
H -5.29778 3.54080 0.55611 0.03 0.01 0.02
H -5.94357 1.32528 -0.37859 -0.02 0.01 0.04
H -4.18733 -0.34746 -0.87087 0.01 0.00 0.00
S -0.06577 -0.73329 2.66856 0.62 0.49 -2.05
C -1.24187 -1.99614 2.45948 -0.47 -0.43 0.29
N -2.52479 -1.67129 2.33903 -0.06 -0.08 -0.09
C -3.56400 -2.67413 2.12414 -0.02 -0.11 0.03
C -3.17865 -3.91966 2.90963 0.20 0.10 0.02
C -1.80993 -4.37671 2.43052 -0.45 -0.33 0.46
N -0.87459 -3.25633 2.51880 -0.43 0.38 0.29
H -2.74408 -0.69200 2.26146 0.04 0.06 0.02
H -3.63922 -2.90941 1.05943 -0.03 0.05 0.00
H -4.51147 -2.26076 2.46467 0.01 0.04 -0.02
H -3.90997 -4.71149 2.76174 -0.01 0.00 -0.02
H -3.13675 -3.67470 3.97322 -0.12 -0.02 0.03
H -1.85513 -4.73029 1.40047 -0.10 0.03 0.72
H -1.42057 -5.18343 3.05020 0.03 0.06 0.11
H 0.10600 -3.46673 2.38266 0.02 0.11 0.13
F 0.82738 -4.27094 0.99236 0.34 -0.27 -0.45
B 0.12867 -3.92046 -0.17458 0.19 0.05 -0.18
F 0.75882 -4.31743 -1.31492 -0.09 0.06 0.19
F -1.19701 -4.34629 -0.09281 0.46 0.18 -1.23
F 0.06827 -2.43024 -0.17308 -0.12 0.09 -0.16

---

[5]
48
Properties=species:S:1:pos:R:3:forces:R:3 method="wB97M-V/def2-TZVPD" homo_energy_ev=-13.67 homo_lumo_gap_ev=7.686 e_tot_ev=-98948.920 lumo_ev=-5.984 total_charge=+2
Hf 0.15161 -0.18344 -0.09493 0.05 0.01 -0.03
O -4.73013 -4.22180 0.59709 -0.01 -0.02 0.01
C -3.81897 -3.29891 0.36062 -0.05 0.07 -0.03
C -4.10859 -2.01058 -0.11311 -0.01 -0.01 -0.01
C -3.07678 -1.13517 -0.31749 0.05 -0.03 0.01
N -1.78329 -1.45559 -0.08924 0.03 0.03 0.06
C -1.53858 -2.69536 0.36185 -0.09 -0.04 0.02
Br 0.30395 -3.03306 0.66236 -0.06 -0.04 0.03
C -2.48393 -3.64855 0.60512 0.05 -0.01 0.00
H -5.63228 -3.92241 0.41447 0.03 0.00 0.00
H -5.12497 -1.70075 -0.31517 0.00 -0.01 0.01
H -3.27154 -0.13344 -0.67894 -0.01 0.00 0.00
H -2.23258 -4.63288 0.97233 0.00 0.00 0.00
C 4.06010 2.05743 -1.46249 0.00 0.00 0.01
N 4.86369 0.97429 -0.82119 0.00 0.00 -0.02
C 5.67828 1.50438 0.31092 0.01 0.00 0.00
C 4.01157 -0.19404 -0.37321 -0.02 0.00 0.05
C 3.19447 -0.74268 -1.51033 0.00 -0.03 0.00
C 3.84430 -1.32577 -2.58939 -0.03 -0.01 -0.04
C 3.12664 -1.77241 -3.69688 0.05 0.01 0.03
C 1.74910 -1.65441 -3.71963 -0.01 0.00 0.02
C 1.10492 -1.11005 -2.61076 0.01 -0.07 -0.07
C 1.79476 -0.64190 -1.48708 0.10 0.07 -0.02
H 4.72820 2.87029 -1.73515 0.01 0.00 0.00
H 3.32322 2.40117 -0.73982 0.00 0.00 -0.01
H 3.56850 1.66003 -2.34497 0.00 0.01 0.00
H 5.50492 0.61382 -1.52960 0.01 0.02 0.00
H 4.99706 1.92476 1.04695 0.00 -0.01 0.00
H 6.34677 2.27480 -0.06370 0.00 0.00 0.00
H 6.25058 0.69170 0.75042 0.00 0.00 0.00
H 3.37610 0.17035 0.43543 0.00 0.03 -0.02
H 4.70816 -0.92767 0.03475 0.00 -0.01 -0.03
H 4.92276 -1.45826 -2.58127 0.00 0.01 0.00
H 3.64868 -2.21906 -4.53223 0.00 0.00 0.00
H 1.18853 -1.99564 -4.57940 -0.02 0.01 0.01
H 0.00877 -1.07336 -2.65045 0.01 0.00 -0.01
N 0.78876 0.34098 1.61197 0.07 -0.07 -0.04
C 0.86543 1.64861 1.25178 -0.06 0.20 0.14
C -0.08066 2.15421 0.28400 -0.15 -0.03 -0.11
C 0.09457 3.42442 -0.32917 -0.09 -0.11 0.09
C 1.14648 4.20897 0.03901 -0.04 0.12 -0.13
C 2.01474 3.77444 1.06415 0.13 0.05 0.09
C 1.91217 2.53958 1.63926 -0.06 -0.20 -0.04
H -1.12610 1.78468 0.32937 0.11 0.10 0.02
H -0.64739 3.78764 -1.02816 0.00 0.01 0.00
H 1.27682 5.19113 -0.39315 -0.01 -0.01 -0.01
H 2.78590 4.45395 1.40845 0.01 -0.01 0.00
H 2.57269 2.22574 2.43780 -0.01 -0.01 0.01